Version a
The molecule C5H5Cl. Source: OMol25; level of theory: ωB97M-V/def2-TZVPD.

Last column: Mulliken charge in e.
Atoms and positions in Å:
C 2.199 1.303 -0.194  -0.02
C 1.222 0.690 0.249  -0.61
C -0.526 -1.216 0.133  -0.43
C 0.046 0.074 0.666  -0.22
C -1.164 0.024 -0.473  -0.25
Cl -2.753 0.410 0.041  -0.18
H 3.201 1.563 -0.613  0.37
H 0.021 -1.745 -0.684  0.22
H -1.034 -1.941 0.778  0.27
H -0.470 0.527 1.464  0.41
H -0.740 0.310 -1.367  0.44

## Properties
Orbital gap = 0.36523 Ha
Molar mass = 100.55 g/mol
SMILES string = C#C[C@@H]1C[C@H]1Cl
LUMO = 1.017 eV

***

Version b
The molecule C5H5Cl. Source: OMol25; level of theory: ωB97M-V/def2-TZVPD.

Last column: Mulliken charge in e.
Atoms and positions in Å:
C -0.695 -1.290 1.000  0.47
C -0.219 -0.605 0.059  -0.32
C -1.176 -2.216 1.843  -0.86
C -0.060 1.076 -0.643  0.30
C 1.349 1.468 -1.090  -1.11
Cl -1.353 1.659 -1.542  -0.13
H -2.161 -2.478 1.686  0.28
H -0.567 -2.609 2.541  0.31
H 1.592 2.251 -0.507  0.36
H 1.173 1.973 -2.035  0.37
H 2.117 0.772 -1.314  0.34

## Properties
Orbital gap (spin up / spin down) = 0.29687 / 0.28415 Ha
Molar mass = 100.55 g/mol
SMILES string = C=C=C=C(C)Cl
LUMO (spin up / spin down) = -0.269 / -0.743 eV

***

The winner here is version a, beating the second structure by 280.5 kJ/mol.

***

Version a
A cluster of 2 separate species, C4H12N2 in total. Source: OMol25; level of theory: ωB97M-V/def2-TZVPD.

Last column: Mulliken charge in e.
Atoms and positions in Å:
C -0.045 0.325 -0.743  -0.45
C 1.141 -0.166 -0.022  -0.44
C 0.297 -0.604 1.154  0.42
C -0.507 -1.622 1.062  -0.65
N 0.829 -0.151 2.571  -0.29
N -1.237 1.367 -2.722  -0.87
H -0.506 -0.278 -1.500  0.48
H -0.539 1.290 -0.646  0.40
H 1.811 -0.927 -0.737  0.30
H 1.957 0.440 0.327  0.41
H -0.950 -2.284 1.845  0.32
H -0.738 -1.933 0.068  0.22
H 0.481 0.823 2.747  0.40
H 1.838 -0.224 2.532  0.39
H 0.351 -0.794 3.269  0.40
H -1.196 2.419 -2.714  0.34
H -0.762 1.143 -3.634  0.32
H -2.226 1.176 -2.858  0.29

## Properties
Total charge = +2
Orbital gap = 0.29546 Ha
Molar mass = 88.15 g/mol
LUMO = -10.350 eV

***

Version b
The ion C4H12N2 with charge +2. Source: OMol25; level of theory: ωB97M-V/def2-TZVPD.

Last column: Mulliken charge in e.
Atoms and positions in Å:
C -0.329 -0.328 1.303  -0.73
C 0.231 0.964 0.576  -0.66
C 0.179 0.728 -0.922  -0.37
C 0.611 -0.417 -1.433  -0.26
N 0.443 -0.621 -2.919  -0.31
N -0.935 0.051 2.715  -0.34
H -1.181 -0.773 0.837  0.36
H 0.501 -1.022 1.364  0.43
H -0.139 1.870 1.042  0.52
H 1.320 0.851 0.803  0.32
H 0.096 1.656 -1.517  0.40
H 1.219 -1.183 -0.953  0.37
H 1.263 -0.361 -3.472  0.37
H 0.200 -1.578 -3.201  0.39
H -0.297 -0.026 -3.309  0.39
H -0.245 0.588 3.286  0.37
H -1.869 0.371 2.469  0.38
H -1.067 -0.770 3.332  0.36

## Properties
Total charge = +2
Orbital gap = 0.41835 Ha
Molar mass = 88.15 g/mol
SMILES string = [NH3+]/C=C/CC[NH3+]
LUMO = -7.272 eV

***

The winner here is version b, beating the second structure by 358.9 kJ/mol.

***

Version a
A cluster of 4 separate species, C4H17NO3 in total. Source: OMol25; level of theory: ωB97M-V/def2-TZVPD.

Last column: Mulliken charge in e.
Atoms and positions in Å:
C -2.814 -0.622 -1.147  -1.25
C -1.680 0.423 -1.428  -0.70
N -0.260 0.022 -1.171  0.12
C 0.099 0.433 0.191  -1.03
C -0.145 -1.418 -1.311  -0.95
H -2.829 -1.409 -1.883  0.40
H -2.751 -0.840 -0.086  0.34
H -3.793 -0.071 -1.214  0.37
H -2.004 1.363 -0.969  0.49
H -1.828 0.680 -2.475  0.35
H -0.771 0.703 0.778  0.29
H 0.768 1.295 0.291  0.24
H 0.704 -0.328 0.688  0.36
H 0.590 -1.865 -0.611  0.41
H -1.008 -2.075 -1.186  0.31
H 0.442 -1.652 -2.224  0.23
H 1.998 -0.922 4.542  0.31
H 0.660 -0.784 3.944  0.30
O 1.252 -0.314 4.538  -0.63
H 2.832 2.042 2.510  0.29
H 2.035 1.774 3.768  0.31
O 1.961 1.776 2.811  -0.58
H 1.412 0.485 -2.552  0.36
H 2.784 0.581 -3.321  0.30
O 2.345 0.724 -2.482  -0.64

## Properties
Orbital gap = 0.34520 Ha
Molar mass = 127.18 g/mol
SMILES string = CCN(C)C.O.O.O
LUMO = 0.682 eV

***

Version b
A cluster of 4 separate species, C4H17NO3 in total. Source: OMol25; level of theory: ωB97M-V/def2-TZVPD.

Last column: Mulliken charge in e.
Atoms and positions in Å:
C 1.755 -0.083 1.394  -1.26
C 0.349 -0.073 1.723  -0.48
N -0.441 0.044 0.472  0.05
C -1.825 -0.433 0.497  -0.62
C -1.875 -1.416 -0.599  -0.67
H 2.117 0.720 0.863  0.30
H 2.117 -1.048 0.810  0.21
H 2.433 -0.226 2.175  0.47
H 0.035 -1.043 2.280  0.29
H 0.222 0.648 2.658  0.21
H -0.541 1.110 0.402  0.35
H -2.302 -0.709 1.504  0.31
H -2.501 0.265 0.165  0.29
H -1.053 -1.239 -1.363  0.06
H -1.498 -2.527 -0.401  0.22
H -2.691 -1.269 -1.338  0.37
H 0.624 3.246 -0.350  0.32
H 0.638 2.632 1.131  0.31
O 0.113 2.701 0.362  -0.69
H 0.435 1.340 -2.831  0.33
H -0.089 0.558 -1.664  0.33
O -0.090 0.415 -2.629  -0.69
H 1.276 -0.968 -2.496  0.41
H 1.132 -1.162 -1.037  0.29
O 1.662 -1.481 -1.728  -0.71

## Properties
Orbital gap = 0.34507 Ha
Molar mass = 127.18 g/mol
SMILES string = CCNCC.O.O.O
LUMO = 0.056 eV

***

The winner here is version a, beating the second structure by 128.7 kJ/mol.